No. 1
Here is 9 unconnected molecules or ions with the total composition C8H35N5O10 from the OMol25 dataset. Energies are from ωB97M-V/def2-TZVPD.

## Properties
structure (SMILES)	COCCNCCOC.NC(N)=O.NC(N)=O.O.O.O.O.O.O
F_max	5.01	eV Å⁻¹
charge	0
orbital gap	9.7	eV
HOMO level	-9.3	eV

Each atom is followed by the atoms it is bonded to, with distances in Å.
Element x y z (Å)
1 C -8.9276 -9.3165 25.1149  O2 1.206, N3 1.348, N4 1.278
2 O -8.9224 -9.5485 23.9309  C1 1.206
3 N -8.0818 -9.8304 26.0300  C1 1.348, H5 1.009, H6 1.008
4 N -9.9151 -8.6100 25.5140  C1 1.278, H7 1.010, H8 1.011
5 H -7.3365 -10.4539 25.7592  N3 1.009
6 H -8.1104 -9.6874 27.0279  N3 1.008
7 H -9.8089 -8.3825 26.4925  N4 1.010
8 H -10.4103 -7.9983 24.8795  N4 1.011
9 C -6.5475 -7.1931 21.9478  O10 1.236, N11 1.293, N12 1.318
10 O -7.5647 -7.1268 21.2486  C9 1.236
11 N -5.4352 -6.5893 21.6814  C9 1.293, H13 1.009, H14 1.008
12 N -6.5136 -7.7006 23.1637  C9 1.318, H15 1.010, H16 1.008
13 H -5.3434 -5.9644 20.8952  N11 1.009
14 H -4.6099 -6.7853 22.2261  N11 1.008
15 H -7.3373 -8.1930 23.4796  N12 1.010
16 H -5.6891 -7.6063 23.7351  N12 1.008
17 C -10.7324 -3.1961 22.8915  O18 1.423, H26 1.090, H27 1.091, H28 1.092
18 O -10.1259 -4.4454 22.5793  C17 1.423, C19 1.461
19 C -10.5744 -5.1523 21.3825  O18 1.461, C20 1.618, H29 1.090, H30 1.090
20 C -12.1295 -5.0846 20.9417  C19 1.618, N21 1.450, H31 1.092, H32 1.091
21 N -13.0694 -5.8667 21.7216  C20 1.450, C22 1.518, H33 1.012
22 C -14.5087 -5.5523 21.3542  N21 1.518, C23 1.498, H34 1.092, H35 1.090
23 C -15.3971 -6.2877 22.3106  C22 1.498, O24 1.440, H36 1.092, H37 1.090
24 O -16.7545 -6.2310 21.8347  C23 1.440, C25 1.427
25 C -17.7185 -6.7943 22.7233  O24 1.427, H38 1.092, H39 1.091, H40 1.090
26 H -10.2801 -2.9310 23.8467  C17 1.090
27 H -11.8199 -3.1449 22.9614  C17 1.091
28 H -10.5515 -2.3658 22.2060  C17 1.092
29 H -10.2958 -6.1877 21.5789  C19 1.090
30 H -9.9621 -4.8169 20.5448  C19 1.090
31 H -12.1237 -5.4578 19.9158  C20 1.092
32 H -12.4317 -4.0416 20.8389  C20 1.091
33 H -12.9358 -6.7327 21.2146  N21 1.012
34 H -14.6965 -5.8691 20.3266  C22 1.092
35 H -14.6269 -4.4705 21.2921  C22 1.090
36 H -15.4149 -5.6609 23.2044  C23 1.092
37 H -15.0600 -7.2828 22.6016  C23 1.090
38 H -18.2383 -5.9740 23.2225  C25 1.092
39 H -17.2250 -7.2715 23.5709  C25 1.091
40 H -18.5216 -7.3950 22.2976  C25 1.090
41 O -13.4499 -9.3800 20.4093  H42 0.958, H43 0.959
42 H -14.1763 -9.9716 20.2069  O41 0.958
43 H -13.0078 -9.7861 21.1573  O41 0.959
44 O -8.0245 -9.2359 19.6146  H45 0.962, H46 0.958
45 H -7.7519 -8.5492 20.2308  O44 0.962
46 H -7.2151 -9.5121 19.1824  O44 0.958
47 O -10.5312 -8.7756 21.5831  H48 0.959, H49 0.960
48 H -9.8851 -8.7151 20.8774  O47 0.959
49 H -10.0083 -8.7741 22.3883  O47 0.960
50 O -8.8833 -11.6225 22.3440  H51 0.962, H52 0.962
51 H -9.2493 -11.0877 23.0547  O50 0.962
52 H -9.5532 -11.6035 21.6538  O50 0.962
53 O -9.7468 -11.4320 19.7592  H54 0.960, H55 0.958
54 H -9.1349 -10.6972 19.8498  O53 0.960
55 H -10.5426 -11.0375 19.3991  O53 0.958
56 O -11.2415 -6.5245 24.0355  H57 0.960, H58 0.961
57 H -11.8407 -6.6393 23.2941  O56 0.960
58 H -10.5335 -5.9732 23.6908  O56 0.961


No. 2
Here is 12 unconnected molecules or ions with the total composition C8H38F6O11P from the OMol25 dataset. Energies are from ωB97M-V/def2-TZVPD.

## Properties
F_max	2.16	eV Å⁻¹
charge	-1
orbital gap	9.8	eV
HOMO level	-7.6	eV

Each atom is followed by the atoms it is bonded to, with distances in Å.
Element x y z (Å)
1 P 0.2209 0.4469 0.0234  F2 1.664, F3 1.623, F4 1.621, F5 1.666, F6 1.602, F7 1.598
2 F -0.4553 1.8214 -0.6270  P1 1.664
3 F -1.1823 -0.3501 -0.1506  P1 1.623
4 F 0.7441 -0.1759 -1.3788  P1 1.621
5 F 1.0803 -0.7703 0.7682  P1 1.666
6 F 1.4901 1.4089 0.1923  P1 1.602
7 F -0.3291 1.0095 1.4144  P1 1.598
8 C -0.3070 1.4126 5.2744  C9 1.507, H11 1.091, H12 1.086, H13 1.094
9 C -0.0167 -0.0456 5.0288  C8 1.507, O10 1.432, H14 1.095, H15 1.089
10 O -1.2793 -0.7182 4.9672  C9 1.432, H16 0.960
11 H -0.9098 1.6267 6.1581  C8 1.091
12 H -0.7904 1.8275 4.3952  C8 1.086
13 H 0.6105 1.9938 5.4097  C8 1.094
14 H 0.5362 -0.4712 5.8732  C9 1.095
15 H 0.5696 -0.2693 4.1386  C9 1.089
16 H -1.8556 -0.1474 5.4811  O10 0.960
17 C -3.8719 -1.1389 1.1175  C18 1.526, H20 1.093, H21 1.092, H22 1.087
18 C -5.2546 -1.4314 1.6939  C17 1.526, O19 1.417, H23 1.092, H24 1.094
19 O -5.2782 -2.5338 2.5837  C18 1.417, H25 0.962
20 H -3.3240 -2.0700 0.9491  C17 1.093
21 H -3.2664 -0.6472 1.8815  C17 1.092
22 H -3.9058 -0.5342 0.2148  C17 1.087
23 H -5.9748 -1.6550 0.9042  C18 1.092
24 H -5.5220 -0.5397 2.2682  C18 1.094
25 H -4.3762 -2.8539 2.6847  O19 0.962
26 C 0.8646 -0.6176 -4.9685  C27 1.514, H29 1.095, H30 1.093, H31 1.089
27 C 0.1308 -0.6385 -6.2930  C26 1.514, O28 1.410, H32 1.097, H33 1.096
28 O -0.5030 0.6105 -6.4543  C27 1.410, H34 0.965
29 H 1.5812 -1.4346 -4.8321  C26 1.095
30 H 0.2383 -0.8408 -4.1013  C26 1.093
31 H 1.4017 0.3087 -4.7725  C26 1.089
32 H -0.4392 -1.5628 -6.4481  C27 1.097
33 H 0.8643 -0.8016 -7.0913  C27 1.096
34 H -1.2356 0.5629 -5.8286  O28 0.965
35 C 2.0196 -3.7204 -1.3210  C36 1.560, H38 1.089, H39 1.091, H40 1.090
36 C 1.4076 -3.0052 -2.5650  C35 1.560, O37 1.400, H41 1.091, H42 1.096
37 O 0.1094 -2.5004 -2.4223  C36 1.400, H43 0.970
38 H 1.2933 -4.4873 -1.0563  C35 1.089
39 H 2.1495 -3.0128 -0.5011  C35 1.091
40 H 3.0073 -4.0838 -1.6033  C35 1.090
41 H 1.4337 -3.6900 -3.4135  C36 1.091
42 H 2.0959 -2.1966 -2.8376  C36 1.096
43 H 0.1023 -1.7730 -1.7807  O37 0.970
44 O 2.0487 2.1875 -2.2376  H45 0.973, H46 0.982
45 H 2.5181 1.3359 -2.2567  O44 0.973
46 H 1.1836 1.9885 -1.8183  O44 0.982
47 O -0.2149 4.2078 1.9545  H48 0.959, H49 0.961
48 H 0.0442 3.5105 2.5592  O47 0.959
49 H 0.5302 4.8149 1.9505  O47 0.961
50 O -0.6450 -2.3140 2.5225  H51 0.963, H52 0.977
51 H -0.7959 -1.6979 3.2469  O50 0.963
52 H -0.3103 -1.8219 1.7479  O50 0.977
53 O -2.3546 2.9521 0.6991  H54 0.961, H55 0.972
54 H -1.9634 2.0776 0.7766  O53 0.961
55 H -1.7583 3.5408 1.1911  O53 0.972
56 O 4.2951 1.0673 1.2423  H57 0.965, H58 0.963
57 H 3.3448 0.9992 1.3975  O56 0.965
58 H 4.4021 1.8930 0.7581  O56 0.963
59 O 1.6341 4.7719 -1.2197  H60 0.974, H61 0.959
60 H 1.5936 3.8279 -1.4551  O59 0.974
61 H 2.0428 4.7836 -0.3519  O59 0.959
62 O 3.6582 -0.0327 -1.5743  H63 0.965, H64 0.962
63 H 3.5313 0.5031 -0.7822  O62 0.965
64 H 3.3417 -0.9067 -1.3259  O62 0.962